Entry 1:
Density functional theory data (ωB97M-V with the def2-TZVPD basis set) for a 2-piece molecular cluster, C31H47F17N2O9PS overall at a distorted geometry.

```
108
Properties=species:S:1:pos:R:3
C 0.29174 0.61174 5.79899
O -0.02151 1.98817 5.47127
C -1.23456 2.06894 4.63422
C -0.85349 3.00328 3.38503
C -1.08436 2.34542 1.94278
C -0.34209 0.94356 1.70002
C 1.05396 1.03161 0.89976
C 1.05489 1.81371 -0.51782
C -0.36667 1.88390 -1.25564
C -0.26447 1.81160 -2.87054
F 0.41283 3.02959 -3.25849
F 0.54907 0.75027 -3.34332
C -1.73898 1.82752 -3.56318
F -2.20973 3.17606 -3.35740
F -2.67271 1.00147 -2.87196
C -1.71317 1.61035 -5.14680
F -2.98794 1.98311 -5.69169
F -0.76495 2.45083 -5.80955
C -1.42298 0.11287 -5.64127
F -1.43620 -0.87062 -4.63237
F -0.12115 0.06678 -6.23136
F -2.30600 -0.32987 -6.67830
N 1.98115 1.57522 1.99206
N 2.21239 2.98369 2.01255
C 3.33242 0.88001 2.19823
C 4.61498 1.76455 2.53666
C 5.75177 0.84127 3.24156
O 5.50899 -0.05904 4.07449
O 7.11790 1.09503 2.87908
C 7.95263 -0.00790 3.28705
C 8.19972 -1.33027 2.38942
O 8.58004 0.03251 4.37478
C 3.32016 -0.14135 0.95480
S 4.34868 0.47468 -0.44118
C 6.17528 0.26051 -0.02225
O 4.17075 -0.22234 -1.76276
O 4.20023 1.97382 -0.71924
C 1.72198 -0.46946 0.73579
C 1.50265 -1.50727 1.99160
C 0.14902 -2.35556 1.92608
C 0.02960 -3.13090 3.36181
C -0.83458 -4.50984 3.22766
O -1.31964 -4.86028 4.55802
C -0.22064 -4.95466 5.50406
P 1.31656 -1.42009 -0.90132
C -0.54461 -1.49791 -1.21133
O 1.96272 -3.01830 -0.63737
H 0.82019 0.06935 4.93263
H -0.64902 0.05309 6.15041
H 1.04045 0.64360 6.68088
H -1.63017 1.03860 4.33709
H -2.01382 2.59522 5.30915
H 0.19490 3.42294 3.56692
H -1.56241 3.91809 3.44026
H -0.80507 3.14784 1.16036
H -2.22257 2.18206 1.81326
H -1.05296 0.29724 1.05438
H -0.28380 0.41019 2.70735
H 1.79524 1.35059 -1.27877
H 1.41103 2.91119 -0.42264
H -1.16099 1.15735 -0.89042
H -0.79094 2.94155 -1.04864
H 1.57765 1.44494 2.94849
H 2.27300 3.23400 3.01591
H 1.40732 3.50632 1.63890
H 3.18082 0.31948 3.20139
H 5.12817 2.26326 1.65095
H 4.42604 2.60405 3.31096
H 7.19695 -1.87660 2.27423
H 8.93825 -2.03307 2.90927
H 8.53015 -1.06306 1.31443
H 3.95760 -1.01628 1.36982
H 6.62967 1.23604 0.36289
H 6.22200 -0.60751 0.71756
H 6.72044 -0.06763 -0.97829
H 1.45347 -0.94602 3.00679
H 2.36437 -2.27329 2.06510
H 0.11467 -3.17651 1.13640
H -0.81098 -1.74716 1.83224
H -0.36044 -2.45990 4.19837
H 1.11090 -3.44272 3.61405
H -0.20948 -5.37242 2.79234
H -1.76044 -4.28391 2.57441
H -0.46751 -5.70391 6.34102
H 0.75387 -5.27857 4.99737
H -0.07066 -3.92491 6.01465
H -0.76784 -2.54955 -1.64425
H -1.20520 -1.40468 -0.27932
H -0.94036 -0.75358 -1.97636
H 2.84007 -2.96133 -1.09721
C -5.48611 -0.04187 -6.16271
C -5.91842 -1.45093 -5.70339
C -7.09685 -2.07134 -6.45444
F -8.22269 -1.34134 -6.36561
F -7.39643 -3.29085 -5.93267
F -6.14690 -1.42452 -4.36724
F -4.84007 -2.27230 -5.88021
O -5.99580 1.07669 -5.41815
C -7.28835 1.54617 -5.75099
C -8.30775 1.33292 -4.62404
F -8.38500 0.03870 -4.24867
F -9.54931 1.69970 -5.02301
F -7.67172 1.00333 -6.92204
F -7.15341 2.87168 -5.98466
H -4.40722 0.00841 -6.00202
H -5.60934 0.09923 -7.23996
H -6.86109 -2.21577 -7.51238
H -8.03773 1.92132 -3.74474
```

Summary:
- charge = +1
- E_LUMO (eV) = -3.0
- spin multiplicity = 1
- gap between HOMO and LUMO (eV) = 8.14

Results of the Löwdin charge analysis, in e, for atoms 1 through 2: atom 1 (C): -0.12, atom 2 (O): -0.25

Entry 2:
Density functional theory data (ωB97M-V with the def2-TZVPD basis set) for C21H40AsNaSb as an isolated structure.

```
64
Properties=species:S:1:pos:R:3
Na 1.16932 1.88905 1.07182
C 3.51441 -0.67929 4.11458
As 2.22466 -0.01333 2.81816
C 2.39105 -1.49699 1.55944
C 0.48983 -0.46141 3.68935
C 0.42000 -1.82759 4.28067
C 0.07781 -2.92420 3.49640
C -0.01321 -4.18756 4.05186
C 0.25760 -4.37208 5.39516
C 0.60464 -3.29025 6.18542
C 0.67452 -2.02577 5.63231
H 3.23361 -1.69306 4.41379
H 3.56723 -0.04205 4.99781
H 4.49821 -0.70454 3.64044
H 2.44080 -2.44652 2.09754
H 3.30526 -1.37679 0.97263
H 1.53878 -1.51634 0.87755
H -0.27658 -0.34586 2.91245
H 0.31213 0.29510 4.46239
H -0.14144 -2.78073 2.44628
H -0.29479 -5.02890 3.43684
H 0.19741 -5.35684 5.82806
H 0.82259 -3.43123 7.23185
H 0.91031 -1.17684 6.25950
C -2.97811 2.87703 -1.02099
C -1.91686 2.83959 -2.11024
C -2.55951 2.55059 -3.45621
C -1.19139 4.17475 -2.16440
Sb -0.40549 1.29689 -1.46977
C 1.21420 1.27485 -3.03404
C 2.11045 2.46365 -2.71635
C 2.01355 -0.00855 -2.87520
C 0.67091 1.38344 -4.44676
C -1.51890 -0.67681 -1.41970
C -0.53101 -1.82644 -1.55825
C -2.60198 -0.80153 -2.47686
C -2.14673 -0.70565 -0.03254
H -3.66712 3.70277 -1.19768
H -2.53476 3.01958 -0.03130
H -3.56008 1.95876 -1.01476
H -3.27454 3.33882 -3.69237
H -3.09993 1.60978 -3.44862
H -1.82265 2.52346 -4.25363
H -1.90774 4.98206 -2.31683
H -0.48841 4.20004 -2.99327
H -0.65171 4.38205 -1.23533
H 2.55511 2.36392 -1.71870
H 1.56712 3.40550 -2.76316
H 2.92468 2.51864 -3.43818
H 2.28336 -0.18121 -1.82825
H 2.93614 0.05475 -3.45225
H 1.45569 -0.86441 -3.24339
H 0.25746 2.37230 -4.63053
H -0.09609 0.63195 -4.63053
H 1.47093 1.22294 -5.16998
H -0.24384 -1.97619 -2.59472
H -0.99124 -2.75111 -1.20789
H 0.37109 -1.65944 -0.96641
H -2.20759 -0.62723 -3.47667
H -3.41850 -0.10974 -2.28267
H -3.01990 -1.80860 -2.45851
H -1.37911 -0.63585 0.74474
H -2.69330 -1.63704 0.11298
H -2.84838 0.11570 0.09694
```

Summary:
- charge = +1
- E_LUMO (eV) = -3.0
- spin multiplicity = 1
- gap between HOMO and LUMO (eV) = 8.23

Results of the Löwdin charge analysis, in e, for atoms 1 through 2: atom 1 (Na): 0.31, atom 2 (C): -0.30

Entry 3:
Density functional theory data (ωB97M-V with the def2-TZVPD basis set) for a 3-piece molecular cluster, C5H15NO2 overall at a distorted geometry.

```
23
Properties=species:S:1:pos:R:3
C 0.51810 0.26643 -0.60865
N 1.02528 0.78916 0.64519
C 1.47513 -0.07429 1.74050
C 0.21909 -0.25038 2.63169
C -0.30048 1.17378 2.62432
C 0.20856 1.83235 1.33398
H 0.96597 0.70614 -1.50425
H -0.53006 0.55368 -0.76483
H 0.69873 -0.81067 -0.60443
H 2.01979 -0.94510 1.37901
H 2.17253 0.57965 2.28309
H 0.43358 -0.50526 3.67711
H -0.45623 -0.99376 2.21380
H -0.25533 1.85218 3.47339
H -1.40057 1.12980 2.52870
H -0.59867 2.18881 0.69938
H 0.93605 2.63527 1.48359
O 1.68851 -0.40928 -4.84114
H 2.06296 0.46960 -4.87789
H 0.84558 -0.48424 -5.31444
O -4.17291 -3.18473 -2.54571
H -3.34697 -2.80494 -2.30066
H -4.20864 -3.71419 -3.35175
```

Summary:
- E_LUMO (eV) = 0.6
- energy above the lowest of the compared OMol25 structures with the same formula, charge and spin (kcal per mole) = 45.3
- spin multiplicity = 1
- gap between HOMO and LUMO (eV) = 8.44
- SMILES = CN1CCCC1.O.O

Results of the Löwdin charge analysis, in e, for atoms 1 through 2: atom 1 (C): -0.10, atom 2 (N): -0.24

Entry 4:
Density functional theory data (ωB97M-V with the def2-TZVPD basis set) for CH4P2S as an isolated structure at a distorted geometry.

```
8
Properties=species:S:1:pos:R:3
C -2.16939 -0.16776 0.52531
P 0.02848 -0.41491 -0.08086
P 2.24903 -1.29350 -0.09621
S -3.41973 -0.70678 -0.22100
H -2.26125 0.40960 1.35598
H -0.08718 0.67453 -0.98998
H -0.30591 -1.31347 -1.05603
H 2.58834 -0.94793 1.20418
```

Summary:
- E_LUMO (alpha / beta) (eV) = -1.5 / -1.5
- energy above the lowest of the compared OMol25 structures with the same formula, charge and spin (kcal per mole) = 112.0
- spin multiplicity = 1
- gap between HOMO and LUMO (alpha / beta) (eV) = 6.27 / 5.59

Results of the Löwdin charge analysis, in e, for atoms 1 through 2: atom 1 (C): -0.81, atom 2 (P): 0.49

Entry 5:
Density functional theory data (ωB97M-V with the def2-TZVPD basis set) for C30H37BrFeN7OSSi2 as an isolated structure at a distorted geometry.

```
80
Properties=species:S:1:pos:R:3
Fe -0.73029 -1.08493 0.50290
C -4.83258 -1.41758 1.63493
C -3.51130 -1.10958 1.01440
N -2.36654 -1.46776 1.49362
N -2.36146 -2.19358 2.64920
C -1.17110 -2.18100 3.22818
N -1.11253 -2.90998 4.39156
S 0.22210 -1.33288 2.72129
C -3.40848 -0.35456 -0.24826
C -4.50137 0.25514 -0.86692
C -4.29177 0.98911 -2.01956
C -3.00387 1.11380 -2.52490
C -1.97310 0.47477 -1.85737
N -2.16860 -0.25014 -0.76220
H -4.73022 -2.27553 2.29512
H -5.19671 -0.57782 2.23410
H -5.57755 -1.63853 0.87083
H -1.84310 -3.59429 4.50350
H -0.19111 -3.17503 4.69125
H -5.49033 0.15771 -0.44422
H -5.12782 1.46633 -2.51553
H -2.79449 1.68611 -3.41717
H -0.94867 0.53490 -2.20380
Br 5.96080 10.42428 0.76406
C 4.95284 8.81679 0.70513
C 3.67403 8.79486 1.23876
C 2.95330 7.61233 1.18715
C 3.49801 6.46960 0.61032
C 4.78356 6.50987 0.07977
C 5.51194 7.68597 0.12801
N 2.65450 5.31005 0.61958
N 3.19242 4.32414 0.04821
C 2.50280 3.12377 0.00315
C 3.19731 2.12339 -0.68558
C 2.73511 0.84191 -0.89639
C 1.47343 0.47603 -0.38882
O 0.91283 -0.64494 -0.56042
C 0.75326 1.49188 0.39101
N -0.42287 1.04568 0.87751
C -1.21214 1.88380 1.50895
C -0.85415 3.22034 1.71200
C 0.35330 3.68422 1.25492
C 1.22153 2.80930 0.55947
H 3.24939 9.68220 1.68665
H 1.95271 7.55853 1.59571
H 5.20387 5.61990 -0.36643
H 6.51281 7.72683 -0.27992
H 4.16675 2.41460 -1.07235
H 3.30431 0.10447 -1.44507
H -2.14318 1.48099 1.89209
H -1.53288 3.87838 2.23887
H 0.65110 4.70890 1.41079
C -1.37591 -5.45150 -2.04135
Si -1.56706 -3.65637 -1.43756
C -1.24081 -2.63133 -2.99948
C -3.42884 -3.60139 -1.05339
C -0.51994 -3.14150 -0.01684
Si 1.23462 -3.70169 -0.22128
C 1.37739 -5.56500 0.12778
C 1.88769 -3.47658 -1.98526
C 2.56434 -3.00166 0.92082
H -2.09433 -5.64797 -2.84213
H -1.56988 -6.16367 -1.23489
H -0.37875 -5.66038 -2.43376
H -2.16038 -2.45731 -3.56543
H -0.54307 -3.15821 -3.65233
H -0.79172 -1.67003 -2.76057
H -3.94901 -4.34659 -1.66058
H -3.88754 -2.63712 -1.26947
H -3.60945 -3.83413 -0.00144
H -0.91996 -3.68613 0.85459
H 0.84841 -6.17009 -0.60904
H 0.94917 -5.78918 1.10864
H 2.42157 -5.88768 0.14163
H 1.45965 -4.21154 -2.67222
H 2.97198 -3.62189 -1.98534
H 1.67876 -2.48211 -2.37362
H 2.44410 -3.40203 1.92991
H 2.56221 -1.91795 0.99997
H 3.54096 -3.32170 0.54453
```

Summary:
- charge = -1
- E_LUMO (alpha / beta) (eV) = 1.9 / 1.9
- energy above the lowest of the compared OMol25 structures with the same formula, charge and spin (kcal per mole) = 6.2
- spin multiplicity = 1
- gap between HOMO and LUMO (alpha / beta) (eV) = 6.41 / 6.42

Results of the Löwdin charge analysis, in e, for atoms 1 through 2: atom 1 (Fe): 0.24, atom 2 (C): -0.04

Entry 6:
Density functional theory data (ωB97M-V with the def2-TZVPD basis set) for one molecule with the formula C19H24N4O4S at a distorted geometry.

```
52
Properties=species:S:1:pos:R:3
C -3.68307 -3.86449 -0.30841
O -3.09552 -2.60120 -0.48927
C -3.66777 -1.59677 0.31398
C -2.84938 -0.31156 0.15865
N -1.61911 -0.35036 0.91675
C -1.70236 0.15220 2.28429
C -1.47492 1.66427 2.17894
O -2.39263 2.45781 2.12612
N -0.17009 1.98172 2.06501
C 0.24586 3.20990 1.40578
C 0.36152 2.91215 -0.06798
C -0.76414 2.99041 -0.87889
C -0.70164 2.59158 -2.20226
C 0.48503 2.10470 -2.72539
C 1.61001 2.02299 -1.92233
C 1.54680 2.42107 -0.59859
C -0.40354 -0.67840 0.43168
O 0.59897 -0.57759 1.13197
C -0.32533 -1.18672 -0.99015
C 1.12048 -1.57875 -1.30129
C 1.58639 -2.56624 -0.26323
O 0.96502 -3.55181 0.05641
N 2.81039 -2.34158 0.34310
C 3.65354 -1.27451 0.28727
N 3.72909 -0.37245 -0.62623
C 4.70302 0.53419 -0.36278
C 5.41046 0.32831 0.77271
S 4.83444 -1.07830 1.59008
H -4.74674 -3.84960 -0.57664
H -3.14954 -4.54944 -0.96329
H -3.58379 -4.20249 0.72975
H -3.67599 -1.91367 1.36792
H -4.70837 -1.41198 0.00369
H -3.43553 0.53837 0.51798
H -2.63587 -0.16283 -0.89962
H -0.93048 -0.32906 2.88678
H -2.69056 -0.06007 2.69141
H 0.47404 1.20117 1.96893
H 1.20047 3.53160 1.82754
H -0.52025 3.96304 1.59967
H -1.69160 3.35681 -0.46386
H -1.58186 2.65731 -2.82572
H 0.53263 1.78785 -3.75706
H 2.53377 1.63583 -2.32419
H 2.42243 2.34197 0.02960
H -0.99033 -2.04591 -1.08816
H -0.64625 -0.40327 -1.67970
H 1.16768 -2.06111 -2.27890
H 1.76468 -0.70242 -1.30060
H 2.99713 -2.99865 1.09324
H 4.86019 1.33796 -1.05898
H 6.22261 0.89802 1.17427
```

Summary:
- E_LUMO (eV) = 0.6
- energy above the lowest of the compared OMol25 structures with the same formula, charge and spin (kcal per mole) = 41.5
- spin multiplicity = 1
- gap between HOMO and LUMO (eV) = 9.19
- SMILES = COCCN(CC(=O)NCc1ccccc1)C(=O)CCC(=O)Nc1nccs1

Results of the Löwdin charge analysis, in e, for atoms 1 through 2: atom 1 (C): -0.10, atom 2 (O): -0.20

Entry 7:
Density functional theory data (ωB97M-V with the def2-TZVPD basis set) for C25H43CoF3O3P2S as an isolated structure at a distorted geometry.

```
78
Properties=species:S:1:pos:R:3
Co 0.20218 0.27734 -0.32924
C 0.71899 -0.10973 2.16981
C 1.72836 0.38460 1.29250
C -0.15585 1.74305 1.09542
C -0.41466 0.72485 2.06747
C 1.24665 1.61098 0.68705
C 0.84756 -1.31780 3.01793
H 1.60142 -2.01498 2.62976
H -0.10583 -1.87034 3.06796
H 1.13682 -1.08010 4.05502
C -1.63064 0.68887 2.90211
H -1.71714 -0.24449 3.46657
H -2.52366 0.76731 2.27299
H -1.64944 1.52296 3.62111
C -1.00535 2.91402 0.83179
H -0.95728 3.62483 1.66614
H -2.04864 2.59930 0.71561
H -0.69885 3.42826 -0.08081
C 2.05386 2.65047 -0.00349
H 2.50111 3.39056 0.68141
H 1.42805 3.22121 -0.70390
H 2.88664 2.20688 -0.56588
C 3.11964 -0.09888 1.24563
H 3.73128 0.37760 2.02842
H 3.58910 0.10375 0.27974
H 3.16066 -1.18226 1.41636
C -0.73984 -1.72248 -0.82722
C 0.35612 -2.32900 -0.25666
C 1.63596 -2.63775 -0.91791
C 2.06399 -1.70772 -2.07774
C 1.76784 -0.24546 -1.94810
C 0.59111 0.38965 -2.37099
C -0.60432 -0.31317 -2.97361
C -0.98491 -1.65773 -2.32258
H 1.63597 -3.65168 -1.35406
H 1.64160 -2.09015 -3.01991
H 2.40912 -2.63947 -0.13278
H -0.49737 -2.50331 -2.84244
H -1.65722 -1.73966 -0.22629
H 0.21814 -2.76452 0.73826
H -2.06921 -1.77721 -2.47102
H -1.47054 0.36894 -2.87054
H 0.62571 1.46896 -2.58021
H -0.45328 -0.48565 -4.05493
H 3.16136 -1.79938 -2.14307
H 2.65846 0.39332 -1.85346
P -1.12030 -0.69462 -7.03734
P -0.83274 1.93798 -8.46200
C -1.18658 -0.78991 -8.93992
C -1.53422 0.56563 -9.54537
H -1.93892 -1.54388 -9.22209
H -0.20128 -1.13064 -9.29442
H -1.11513 0.67504 -10.55919
H -2.62366 0.71255 -9.59958
C -1.62985 3.25906 -9.46704
H -1.21873 4.22992 -9.17031
H -2.70919 3.26504 -9.27954
H -1.44967 3.09558 -10.54015
C 0.77105 2.01520 -9.39019
H 0.57796 2.00047 -10.47425
H 1.42198 1.17581 -9.11904
H 1.27322 2.95260 -9.12022
C -2.62169 -1.74608 -6.82297
H -2.73842 -1.99991 -5.76332
H -2.52520 -2.66103 -7.42514
H -3.50471 -1.18119 -7.15348
C 0.19768 -1.96217 -6.86035
H 1.14884 -1.52596 -7.18976
H -0.03348 -2.84538 -7.46874
H 0.28401 -2.24055 -5.80381
F -2.72915 -2.56764 4.49703
C -2.53060 -3.59067 3.62736
F -1.18803 -3.81952 3.57424
F -3.13029 -4.69610 4.10234
S -3.16734 -3.11729 1.92423
O -2.69157 -4.20036 1.07306
O -4.60172 -3.03050 2.14115
O -2.46911 -1.84488 1.67528
```

Summary:
- charge = +1
- E_LUMO (alpha / beta) (eV) = -3.0 / -7.6
- spin multiplicity = 5
- gap between HOMO and LUMO (alpha / beta) (eV) = 6.59 / 2.53

Results of the Löwdin charge analysis, in e, for atoms 1 through 2: atom 1 (Co): 0.70, atom 2 (C): -0.19